{
  "formula": "C28H35N5O3ReS2",
  "method": "the ωB97M-V functional and the def2-TZVPD basis",
  "species": ["Re", "C", "C", "N", "C", "C", "N", "C", "C", "N", "C", "C", "N", "C", "C", "C", "C", "C", "C", "C", "N", "H", "H", "H", "H", "H", "H", "H", "H", "H", "H", "H", "H", "H", "H", "H", "H", "H", "H", "H", "H", "H", "H", "H", "C", "C", "C", "C", "C", "C", "C", "S", "O", "O", "O", "H", "H", "H", "H", "H", "H", "H", "S", "C", "C", "C", "C", "C", "C", "H", "H", "H", "H", "H"],
  "coordinates": [[-0.3046, 0.0901, -0.3515], [1.7636, 2.8613, 2.6719], [1.2941, 1.8807, 1.6495], [0.1086, 1.9098, 1.1524], [-0.8889, 2.8530, 1.5611], [-1.8987, 3.1089, 0.4248], [-2.2700, 1.8968, -0.2786], [-3.4693, 1.1669, 0.0945], [-3.1838, 0.0933, 1.1552], [-2.0928, -0.8325, 0.7818], [-2.4616, -1.8986, -0.1789], [-1.2183, -2.7724, -0.4428], [-0.0478, -1.9207, -0.3866], [1.1725, -2.3884, -0.2455], [1.5363, -3.8128, -0.4592], [2.0970, -1.3918, 0.2636], [3.4509, -1.5781, 0.5529], [4.1506, -0.5614, 1.1783], [3.4887, 0.6051, 1.5375], [2.1353, 0.7539, 1.2331], [1.4713, -0.2165, 0.5672], [1.1181, 2.8007, 3.5493], [1.6990, 3.8768, 2.2775], [2.7823, 2.6796, 2.9897], [-0.4483, 3.8121, 1.8535], [-1.4057, 2.4443, 2.4362], [-1.4321, 3.7710, -0.3072], [-2.7734, 3.6169, 0.8482], [-2.2306, 2.0597, -1.2817], [-3.8713, 0.6985, -0.8053], [-4.2381, 1.8415, 0.4946], [-4.1030, -0.4720, 1.3418], [-2.8841, 0.5822, 2.0843], [-1.8067, -1.2907, 1.6550], [-2.7697, -1.4233, -1.1108], [-3.2752, -2.5155, 0.2089], [-1.3088, -3.2559, -1.4187], [-1.1300, -3.5557, 0.3189], [1.2121, -4.1322, -1.4486], [1.0414, -4.4570, 0.2690], [2.6055, -3.9720, -0.3796], [3.9537, -2.4952, 0.2934], [5.2007, -0.6747, 1.4019], [4.0321, 1.3905, 2.0362], [-0.0854, -0.8141, -8.5192], [-0.1236, -0.2965, -7.1214], [-0.9724, 0.7513, -6.7703], [-1.0200, 1.2144, -5.4670], [-0.2119, 0.6217, -4.5123], [0.6426, -0.4182, -4.8345], [0.6900, -0.8669, -6.1411], [-0.4482, 1.0987, -2.8350], [-0.8921, 2.4603, -2.7181], [-1.4646, 0.1517, -2.2613], [0.7880, 0.8330, -2.0064], [-0.7760, -0.2712, -9.1586], [-0.3488, -1.8713, -8.5386], [0.9205, -0.7206, -8.9273], [-1.6073, 1.1967, -7.5220], [-1.6745, 2.0213, -5.1771], [1.2586, -0.8585, -4.0650], [1.3526, -1.6755, -6.4121], [0.0455, -1.2463, 3.2796], [0.4453, -0.7013, 4.8608], [-0.5271, -0.7065, 5.8751], [-0.1937, -0.2959, 7.1467], [1.1050, 0.1178, 7.4325], [2.0713, 0.1338, 6.4285], [1.7520, -0.2694, 5.1505], [-1.5238, -1.0473, 5.6407], [-0.9392, -0.3062, 7.9259], [1.3642, 0.4152, 8.4368], [3.0786, 0.4483, 6.6563], [2.4931, -0.2765, 4.3636]],
  "e_above_lowest_kj_mol": 259.90,
  "homo_lumo_gap_ha": [0.2432, 0.2250],
  "multiplicity": 2,
  "homo_ev": [-13.3, -13.3],
  "e_lumo_ev": [-6.72, -7.22],
  "total_charge": 2
}

---

{
  "formula": "C28H35N5O4S2",
  "method": "the ωB97M-V functional and the def2-TZVPD basis",
  "species": ["O", "C", "C", "S", "C", "N", "N", "C", "C", "C", "C", "C", "C", "S", "O", "O", "N", "C", "C", "O", "C", "C", "C", "N", "C", "C", "C", "C", "C", "C", "C", "N", "C", "C", "C", "C", "C", "C", "C", "H", "H", "H", "H", "H", "H", "H", "H", "H", "H", "H", "H", "H", "H", "H", "H", "H", "H", "H", "H", "H", "H", "H", "H", "H", "H", "H", "H", "H", "H", "H", "H", "H", "H", "H"],
  "coordinates": [[2.9639, -0.7671, 5.3076], [1.8005, -0.4325, 5.2395], [1.3666, 1.0230, 5.3973], [1.4187, 1.8365, 3.7651], [0.0407, 1.0964, 3.0142], [-0.9014, 0.4399, 3.6517], [-1.7684, -0.0145, 2.7438], [-1.3576, 0.3564, 1.5588], [-2.0106, -0.0341, 0.3230], [-3.3997, -0.1527, 0.2778], [-4.0339, -0.5656, -0.8814], [-3.2954, -0.8612, -2.0180], [-1.9194, -0.7598, -1.9585], [-0.9158, -1.1394, -3.3898], [0.4483, -0.8112, -3.0636], [-1.1989, -2.4620, -3.8567], [-1.5806, -0.0590, -4.4907], [-1.5535, -0.4696, -5.8827], [-0.1917, -0.1629, -6.5097], [0.1347, 1.2024, -6.3603], [0.2007, 1.5634, -4.9983], [-1.1405, 1.3091, -4.3012], [-1.2700, -0.3662, -0.8096], [-0.2006, 1.0912, 1.6731], [0.5490, 1.7586, 0.6263], [0.7476, 3.2435, 0.9506], [0.7272, 4.1328, -0.2969], [1.4268, 3.5527, -1.5318], [2.7268, 2.7973, -1.2458], [2.5094, 1.3135, -0.9490], [1.8823, 1.0315, 0.4133], [0.7705, -1.2737, 5.0345], [0.9791, -2.6404, 4.5904], [0.8307, -2.7260, 3.0912], [1.9318, -2.5253, 2.2684], [1.7954, -2.5753, 0.8912], [0.5550, -2.8152, 0.3215], [-0.5506, -2.9913, 1.1374], [-0.4139, -2.9458, 2.5141], [0.3602, 1.1292, 5.7956], [2.0931, 1.5651, 6.0006], [-3.9658, 0.0757, 1.1672], [-5.1092, -0.6559, -0.9001], [-3.7621, -1.1791, -2.9359], [-1.7586, -1.5392, -5.9060], [-2.3439, 0.0756, -6.4082], [-0.2017, -0.3576, -7.5832], [0.5735, -0.7883, -6.0257], [0.4550, 2.6246, -4.9759], [0.9827, 0.9817, -4.4910], [-1.0557, 1.4838, -3.2275], [-1.9098, 1.9687, -4.7158], [-0.1934, -0.3711, -0.8155], [-0.0681, 1.6819, -0.2724], [1.6901, 3.3705, 1.4838], [-0.0465, 3.5789, 1.6224], [1.1976, 5.0814, -0.0320], [-0.3089, 4.3511, -0.5675], [1.6369, 4.3852, -2.2068], [0.7497, 2.8818, -2.0665], [3.2609, 3.2698, -0.4204], [3.3643, 2.8666, -2.1296], [3.4756, 0.8060, -0.9778], [1.8905, 0.8728, -1.7354], [2.5726, 1.3243, 1.2072], [1.7185, -0.0459, 0.5059], [-0.1404, -0.8686, 4.8280], [0.2468, -3.2817, 5.0878], [1.9884, -2.9260, 4.8951], [2.8974, -2.3326, 2.7131], [2.6601, -2.4358, 0.2585], [0.4510, -2.8619, -0.7534], [-1.5222, -3.1672, 0.6989], [-1.2801, -3.0821, 3.1448]],
  "e_above_lowest_kj_mol": 13.89,
  "homo_lumo_gap_ha": 0.3151,
  "homo_ev": -8.4,
  "e_lumo_ev": 0.14,
  "smiles": "O=C(CSc1nnc(-c2cccc(S(=O)(=O)N3CCOCC3)c2)n1C1CCCCCC1)NCc1ccccc1",
  "total_charge": 0
}

---

{
  "formula": "C28H36As2CdSi",
  "method": "the ωB97M-V functional and the def2-TZVPD basis",
  "species": ["C", "C", "C", "H", "C", "C", "H", "H", "H", "H", "Cd", "C", "H", "H", "H", "Si", "C", "C", "H", "C", "H", "C", "H", "C", "H", "C", "H", "C", "C", "H", "C", "H", "C", "H", "C", "H", "C", "H", "H", "H", "C", "As", "C", "C", "C", "C", "C", "C", "C", "As", "C", "C", "H", "H", "H", "H", "H", "H", "H", "H", "H", "H", "H", "H", "H", "H", "H", "H"],
  "coordinates": [[0.5743, 2.9544, 2.9977], [0.9547, 3.2319, 1.6843], [-0.2166, 3.1113, 0.8156], [1.9571, 3.5061, 1.3457], [-1.3441, 2.9940, 1.7260], [-0.8535, 2.8542, 3.0184], [-1.4414, 2.7653, 3.9524], [1.1991, 2.9476, 3.8806], [-0.2983, 3.5760, -0.1746], [-2.3950, 3.0890, 1.4451], [0.0757, 0.8752, -0.1011], [-1.6709, -3.3872, -2.3241], [-2.7297, -3.1998, -2.6206], [-1.7186, -4.3345, -1.7457], [-1.5246, -2.5724, -1.5431], [0.1483, -0.1347, -2.9568], [1.5096, -0.3393, -4.3059], [2.3807, 0.7845, -4.3539], [2.2053, 1.6810, -3.7590], [3.5950, 0.7834, -5.0712], [4.2477, 1.6721, -5.0740], [4.0153, -0.3845, -5.7097], [4.9994, -0.3977, -6.2337], [3.2014, -1.5125, -5.6975], [3.5747, -2.4091, -6.2265], [1.9837, -1.5096, -4.9801], [1.4527, -2.4481, -4.9101], [-1.0671, 0.9210, -4.0136], [-0.9050, 1.3497, -5.3428], [0.0048, 1.0711, -5.8706], [-1.8793, 2.1598, -5.9561], [-1.6986, 2.5344, -6.9560], [-3.0303, 2.5119, -5.2599], [-3.7505, 3.2016, -5.7149], [-3.2361, 2.0528, -3.9610], [-4.1340, 2.3442, -3.4147], [-2.2623, 1.2584, -3.3275], [-2.4096, 0.9095, -2.2963], [-0.9219, -3.4777, -3.1583], [-0.7850, -1.6666, -2.8891], [3.5394, 0.1910, 3.9832], [1.9851, -0.2666, 2.8135], [2.3765, -2.1925, 2.7095], [0.6214, -0.4753, 4.2664], [0.9968, -0.5329, 5.6037], [0.0417, -0.7773, 6.6068], [-1.3061, -0.9670, 6.2660], [-1.6854, -0.9286, 4.9148], [-0.7239, -0.6873, 3.9279], [-1.1321, -0.7040, 1.9839], [-2.9938, -0.1408, 2.1975], [-1.4591, -2.6304, 1.8999], [4.3153, 0.5600, 3.2890], [3.8821, -0.7133, 4.5173], [3.2322, 0.9964, 4.6699], [2.6110, -2.5670, 3.7136], [1.5191, -2.7219, 2.2819], [3.2472, -2.2946, 2.0492], [2.0432, -0.3850, 5.8460], [0.3698, -0.8185, 7.6437], [-2.0456, -1.1785, 7.0424], [-2.7227, -1.1056, 4.6237], [-3.0413, 0.8099, 2.7429], [-3.3442, -0.0196, 1.1640], [-3.5687, -0.9208, 2.7116], [-2.4008, -2.8512, 2.4144], [-0.6384, -3.1847, 2.3697], [-1.5260, -2.8604, 0.8302]],
  "e_above_lowest_kj_mol": 0.00,
  "homo_lumo_gap_ha": 0.2568,
  "homo_ev": -7.3,
  "e_lumo_ev": -0.33,
  "total_charge": 0
}